C4H8N2O in the gas phase, computed with ωB97M-V/def2-TZVPD.

Structure (XYZ):
```
15
Properties=species:S:1:pos:R:3:forces:R:3
N 1.949 -0.829 -0.837 0.155 0.065 0.122
C 0.956 0.121 -0.390 -0.121 0.012 0.056
C -0.348 0.160 -1.217 0.043 0.119 -0.479
C -1.126 0.556 0.032 0.049 0.138 -0.156
O -1.447 -0.159 2.286 -0.133 0.242 0.790
C 0.018 -0.082 0.807 -0.789 0.099 0.149
N -0.099 -0.590 1.970 -0.655 0.276 -0.661
H 2.212 -0.564 -1.785 -0.025 -0.171 0.164
H 2.796 -0.768 -0.280 -0.063 -0.054 0.035
H 1.328 1.160 -0.299 -0.037 -0.228 0.067
H -0.606 -0.874 -1.471 0.063 0.228 -0.153
H -0.418 0.808 -2.087 0.227 -0.030 -0.106
H -2.145 0.174 0.130 0.441 -0.058 0.140
H -1.145 1.628 0.258 -0.008 -0.030 -0.287
H -1.924 -0.741 2.883 0.854 -0.609 0.321
```
Positions in Å, forces in eV/Å.

Strongest force on any atom: 1.10 eV/A
Orbital gap: 10.4667 eV
Structure (SMILES): N[C@H]1CC/C1=N\O
HOMO: -9.6 eV
LUMO level: 0.91 eV
Energy above the lowest of the compared OMol25 structures with the same formula, charge and spin: 400.8 kJ/mol
Multiplicity: 1